This record from OMol25 describes 3 unconnected molecules or ions with the total composition C10H16F2N3O4S2. The level of theory is the ωB97M-V functional and the def2-TZVPD basis.

The geometry in XYZ format:
```
37
Properties=species:S:1:pos:R:3
O 6.17235 -0.13627 4.03334
C 5.42425 0.74897 3.89739
F 5.01358 1.48958 4.90575
N 4.76914 1.16948 2.69025
C 5.49359 0.93535 1.49938
O 4.95920 0.91039 0.45047
F 6.77965 0.83311 1.63977
C 3.44614 0.57056 2.62071
C 2.34491 1.41916 2.82218
C 1.10856 0.82542 2.77604
C 1.10981 -0.54373 2.53912
N 2.20505 -1.24477 2.33526
N 3.41644 -0.70811 2.37212
H 2.46074 2.47253 3.01025
H 0.20003 1.37805 2.93072
H 0.16810 -1.07123 2.50957
H 2.15269 -2.24167 2.15616
C -1.33153 -1.42139 -1.97164
S -0.21996 -1.19807 -0.59400
O -0.59009 0.07638 0.10043
C 1.26356 -0.86210 -1.55374
H -2.32526 -1.60638 -1.58365
H -1.34212 -0.52020 -2.58143
H -0.99767 -2.27971 -2.55678
H 1.09222 -0.00098 -2.19868
H 1.51348 -1.73974 -2.14897
H 2.08217 -0.64476 -0.86755
C -5.51881 1.61407 -2.48384
S -5.48625 -0.11310 -2.00156
O -4.04768 -0.50553 -1.89802
C -6.09533 -0.76627 -3.55727
H -5.12956 2.20055 -1.65465
H -4.89431 1.76125 -3.36486
H -6.54667 1.91058 -2.69025
H -5.43341 -0.46152 -4.36778
H -7.10603 -0.39855 -3.73125
H -6.11099 -1.85132 -3.48298
```

Its spin multiplicity is 1. The highest occupied orbital energy is -11.11 eV. The charge is +1. The largest force on an atom is 1.7 eV Å⁻¹. Its HOMO-LUMO gap is 5.8 eV. The total energy comes out at -1851.6637 a.u. The value obtained for the relative energy (zero: lowest compared OMol25 entry of this formula, charge and spin) is 0.00 kcal/mol.

Here are the natural (NBO) charges for atoms 1 to 4, given in e:
1. O -0.4562
2. C 0.9636
3. F -0.2930
4. N -0.5593

=====

This record from OMol25 describes a molecular structure, C19H20BClIrN6S. The level of theory is the ωB97M-V functional and the def2-TZVPD basis.

The geometry in XYZ format:
```
49
Properties=species:S:1:pos:R:3
Ir 1.23806 0.34991 -0.26179
B 3.10408 1.26826 2.78376
N 3.13152 -0.16668 2.22856
C 3.86039 -1.13164 2.80159
C 3.69634 -2.31640 2.10103
C 2.82201 -1.99126 1.07900
N 2.49192 -0.68977 1.16883
N 2.22895 2.28515 2.03018
C 2.12565 3.55954 2.42764
C 1.29094 4.24969 1.56421
C 0.91365 3.30623 0.62479
N 1.48408 2.12608 0.92392
H 2.74694 1.22998 3.93628
H 4.23458 1.68707 2.82378
H 4.45756 -0.92631 3.67424
H 4.14882 -3.27194 2.29803
H 2.43657 -2.61615 0.28808
H 2.65434 3.90934 3.29836
H 1.00819 5.28656 1.60177
H 0.27663 3.42186 -0.23831
Cl -3.73419 -0.00442 -3.71463
C -2.04800 0.10423 -3.40113
C -1.42573 1.35563 -3.35182
C -0.09429 1.44751 -3.02291
C 0.67275 0.28366 -2.72145
C 2.05150 0.36302 -2.33135
C 0.02359 -0.97896 -2.86767
C -1.30718 -1.06224 -3.19099
H -1.99979 2.24483 -3.57853
H 0.39246 2.41534 -2.99883
H 2.57544 1.29805 -2.50236
H 2.66408 -0.52485 -2.45702
H 0.60212 -1.88373 -2.71913
H -1.79086 -2.02485 -3.29837
N -5.06462 -3.11452 0.85746
C -4.75891 -2.03076 0.18576
S -5.91199 -1.28914 -0.78996
C -3.39668 -1.46467 0.25461
C -2.30436 -2.18385 0.74187
C -1.04504 -1.61797 0.69154
N -0.81798 -0.39971 0.18811
C -1.86687 0.31803 -0.23085
C -3.15452 -0.17135 -0.21213
H -5.99452 -3.51056 0.79299
H -4.41515 -3.56209 1.48890
H -2.38941 -3.18785 1.13516
H -0.18253 -2.15746 1.06319
H -1.66444 1.31210 -0.60643
H -3.96613 0.45712 -0.55796
```

Its spin multiplicity is 6. The highest occupied orbital energy (alpha / beta) is -12.95 / -13.35 eV. The charge is +2. The largest force on an atom is 1.7 eV Å⁻¹. Its HOMO-LUMO gap (alpha / beta) is 4.7 / 3.1 eV. The total energy comes out at -2051.4219 a.u. The value obtained for the relative energy (zero: lowest compared OMol25 entry of this formula, charge and spin) is 9.10 kcal/mol.

Here are the natural (NBO) charges for atoms 1 to 4, given in e:
1. Ir 1.3767
2. B 0.1303
3. N -0.2551
4. C 0.0545

=====

This record from OMol25 describes a molecular structure, C17H16Cl3N2O5RhS2Si. The level of theory is the ωB97M-V functional and the def2-TZVPD basis.

The geometry in XYZ format:
```
47
Properties=species:S:1:pos:R:3
Rh 1.04256 0.34088 -0.50939
C -4.87314 -2.54330 -1.73024
Si -3.58054 -2.42679 -0.39101
C -3.39769 -4.03081 0.54019
C -4.02577 -1.09708 0.82664
C -1.91799 -2.22456 -1.31115
C -1.43591 -3.35015 -1.98234
C -0.19443 -3.36416 -2.59451
C 0.60113 -2.23379 -2.50559
N 0.16450 -1.13029 -1.91414
C -1.07110 -1.10489 -1.34655
S -1.39395 0.42284 -0.56289
H -5.86757 -2.71024 -1.30433
H -4.66162 -3.36220 -2.42447
H -4.90519 -1.61361 -2.30622
H -4.31017 -4.23699 1.10745
H -2.56739 -3.95862 1.24891
H -3.21268 -4.88643 -0.11416
H -4.90814 -1.43402 1.38034
H -4.26664 -0.14796 0.34465
H -3.22122 -0.92314 1.54690
H -2.04165 -4.25078 -2.00876
H 0.17141 -4.24536 -3.10393
H 1.60718 -2.20473 -2.90440
Cl 1.22529 -2.74000 3.52061
C 2.39956 -2.54639 2.21576
Cl 2.62728 -4.11325 1.39211
Cl 3.93547 -2.00046 2.88874
C 1.89216 -1.55520 1.12458
O 0.65801 -1.34154 1.05020
O 2.73616 -1.06116 0.35452
O 1.23808 1.74089 1.42555
C 1.79966 2.55500 0.67396
N 2.00363 2.24248 -0.61871
S 2.72748 3.45632 -1.47370
O 1.80277 3.99669 -2.42573
O 4.02778 3.05580 -1.91671
C 2.85153 4.53085 -0.06313
C 3.38611 5.79960 0.01122
C 3.35481 6.42944 1.24995
C 2.80586 5.80126 2.36600
C 2.27060 4.52207 2.27136
C 2.30355 3.90161 1.03837
H 3.81426 6.28580 -0.85630
H 3.76744 7.42606 1.34691
H 2.79755 6.31640 3.31815
H 1.84093 4.01392 3.12527
```

Its spin multiplicity is 5. The highest occupied orbital energy (alpha / beta) is -8.98 / -9.19 eV. The largest force on an atom is 0.5 eV Å⁻¹. Its HOMO-LUMO gap (alpha / beta) is 8.7 / 5.9 eV. The total energy comes out at -3720.0970 a.u.

Here are the Mulliken charges for atoms 1 to 4, given in e:
1. Rh 0.1017
2. C -1.0698
3. Si 0.1919
4. C -1.0813

=====

This record from OMol25 describes 2 unconnected molecules or ions with the total composition C7H15ClN4. The level of theory is the ωB97M-V functional and the def2-TZVPD basis.

The geometry in XYZ format:
```
27
Properties=species:S:1:pos:R:3
C 1.51734 1.87549 -0.61403
C -0.22565 0.87853 0.66202
C 1.98631 -0.08813 0.61968
C -3.82013 -0.29855 0.72824
C 2.54869 -1.59904 -2.03207
C -1.62128 0.87637 1.08041
C -2.31508 -0.47580 0.67397
N 2.38906 1.05717 -0.08777
N 0.19522 1.73150 -0.32474
N 0.67071 0.04294 1.15563
N 1.40504 -1.23423 -1.32544
Cl 3.14870 -0.93340 1.54813
H 1.82775 2.68660 -1.26130
H -4.15066 0.01157 1.71703
H -4.28909 -1.25454 0.49411
H -4.17537 0.42289 -0.00562
H 3.24436 -2.25802 -1.49298
H 2.21753 -2.21790 -2.88493
H 3.06187 -0.72268 -2.43260
H -2.17233 1.70034 0.62521
H -1.72049 0.95918 2.16538
H -2.01010 -1.26022 1.36815
H -2.00313 -0.76106 -0.33307
H 3.38552 1.16190 -0.28402
H -0.47994 2.35380 -0.76109
H 0.41171 -0.60160 1.89812
H 0.97345 -2.05312 -0.89641
```

Its spin multiplicity is 1. The highest occupied orbital energy is -16.05 eV. The charge is +2. The largest force on an atom is 3.7 eV Å⁻¹. Its HOMO-LUMO gap is 6.6 eV. The total energy comes out at -954.2095 a.u. The value obtained for the relative energy (zero: lowest compared OMol25 entry of this formula, charge and spin) is 87.69 kcal/mol.

Here are the natural (NBO) charges for atoms 1 to 4, given in e:
1. C 0.4301
2. C 0.6535
3. C 0.2476
4. C -0.6156

=====

This record from OMol25 describes 2 unconnected molecules or ions with the total composition C5H15N2O. The level of theory is the ωB97M-V functional and the def2-TZVPD basis.

The geometry in XYZ format:
```
23
Properties=species:S:1:pos:R:3
C -2.27577 0.99433 0.69636
C -1.92779 -1.12895 -0.77302
C 1.14273 0.31488 -1.39423
C 1.83973 -1.19496 0.31594
C 1.46857 1.18249 0.89280
N -1.52828 -0.13253 0.17260
N 1.33744 0.09076 -0.01542
O -0.56735 -0.59906 0.90068
H -1.74619 1.38786 1.52954
H -2.51009 1.72189 -0.05967
H -3.17537 0.57373 1.13771
H -2.22050 -0.80622 -1.78486
H -0.95733 -1.66805 -0.88757
H -2.77216 -1.63436 -0.26531
H 0.89900 -0.67556 -1.89748
H 0.46979 1.20071 -1.66426
H 2.13204 0.65187 -1.81501
H 1.76813 -1.49242 1.42785
H 1.28701 -1.97880 -0.24526
H 2.84098 -1.25420 0.08447
H 1.51139 0.80148 1.92479
H 2.40180 1.80688 0.76797
H 0.58220 1.83824 0.95140
```

Its spin multiplicity is 1. The highest occupied orbital energy (alpha / beta) is -12.58 / -14.01 eV. The charge is +1. The largest force on an atom is 3.4 eV Å⁻¹. Its HOMO-LUMO gap (alpha / beta) is 6.8 / 9.6 eV. The total energy comes out at -383.8469 a.u. The value obtained for the relative energy (zero: lowest compared OMol25 entry of this formula, charge and spin) is 128.12 kcal/mol.

Here are the natural (NBO) charges for atoms 1 to 4, given in e:
1. C -0.4523
2. C -0.4526
3. C -0.4654
4. C -0.4293

=====

This record from OMol25 describes C3H7N3O2 in the gas phase. The level of theory is the ωB97M-V functional and the def2-TZVPD basis.

The geometry in XYZ format:
```
15
Properties=species:S:1:pos:R:3
C 0.80237 -0.92791 1.51495
N -0.24580 -1.68415 0.87571
C -1.06327 -1.05269 0.12060
N -1.14055 0.29721 -0.27011
O -2.29600 0.60753 -0.95411
C -0.02737 0.98501 -0.71805
N 1.04919 0.36862 -0.98064
O 1.97693 1.27795 -1.50203
H 0.56630 0.15897 1.65177
H 1.05700 -1.41783 2.44998
H 1.69320 -1.05516 0.91569
H -2.01193 -1.45179 -0.22448
H -2.84443 1.16431 -0.40776
H -0.24199 2.03617 -0.81743
H 2.72637 0.69376 -1.65408
```

Its spin multiplicity is 1. The SMILES is C/N=C\N(O)/C=N/O. The highest occupied orbital energy is -8.86 eV. The largest force on an atom is 2.1 eV Å⁻¹. Its HOMO-LUMO gap is 9.5 eV. The total energy comes out at -433.1055 a.u. The value obtained for the relative energy (zero: lowest compared OMol25 entry of this formula, charge and spin) is 136.34 kcal/mol.

Here are the natural (NBO) charges for atoms 1 to 4, given in e:
1. C -0.4494
2. N -0.4205
3. C 0.2433
4. N -0.1934

=====

This record from OMol25 describes 3 unconnected molecules or ions with the total composition C4H14NO3. The level of theory is the ωB97M-V functional and the def2-TZVPD basis.

The geometry in XYZ format:
```
22
Properties=species:S:1:pos:R:3
O -0.44341 -2.27234 1.27381
C 0.40821 -1.53020 1.77124
C 0.31812 -0.02177 1.45035
N -0.14796 0.27078 -0.03030
C -1.62998 0.38180 -0.20397
C 1.67672 0.68346 1.68457
H 1.14810 -1.78414 2.48951
H -0.50470 0.34809 2.13957
H 0.20424 1.21235 -0.37710
H 0.18345 -0.44064 -0.63106
H -1.96449 1.17903 0.64292
H -2.12135 -0.56522 -0.19411
H -2.06429 0.79923 -1.11288
H 2.48417 0.18175 1.21946
H 1.83457 0.74427 2.77813
H 1.44080 1.79252 1.43614
H 0.64237 -2.05722 -2.43292
H -0.24923 -2.78338 -1.64583
O 0.33454 -2.01453 -1.56552
H -0.64384 1.36115 -3.41940
H -0.76326 2.63132 -2.50141
O -0.14277 1.88370 -2.77121
```

Its spin multiplicity is 1. The highest occupied orbital energy is -14.19 eV. The charge is +1. The largest force on an atom is 4.8 eV Å⁻¹. Its HOMO-LUMO gap is 10.8 eV. The total energy comes out at -440.9922 a.u. The value obtained for the relative energy (zero: lowest compared OMol25 entry of this formula, charge and spin) is 41.53 kcal/mol.

Here are the natural (NBO) charges for atoms 1 to 4, given in e:
1. O -0.4813
2. C 0.4154
3. C -0.1326
4. N -0.5340

=====

This record from OMol25 describes 2 unconnected molecules or ions with the total composition C10H10F5O3S. The level of theory is the ωB97M-V functional and the def2-TZVPD basis.

The geometry in XYZ format:
```
29
Properties=species:S:1:pos:R:3
C 0.46217 -1.22152 1.55193
C -0.87601 -1.87026 1.54618
C 1.62317 -2.00901 1.06307
C 0.67247 -0.17553 2.58928
H -1.01473 -2.54979 2.41229
H -1.68425 -1.12005 1.62278
H -1.04293 -2.48680 0.64702
H 2.51328 -1.37583 0.92123
H 1.39627 -2.50834 0.10616
H 1.91722 -2.81249 1.77141
H -0.01384 0.68296 2.44660
H 0.45660 -0.55558 3.60773
H 1.70079 0.21135 2.59498
S 1.83909 0.97961 -1.53683
F 0.10649 2.84779 -0.14152
F -0.12269 -1.14128 -2.63293
F -2.72414 -0.77114 -2.96240
F -2.55087 3.15789 -0.43026
F -3.95844 1.35951 -1.87091
O 2.34878 1.17533 -0.05463
O 2.08410 2.19820 -2.26512
O 2.37102 -0.27584 -1.97577
C 0.07733 0.82777 -1.33446
C -0.58779 1.93556 -0.79426
C -0.66701 -0.07118 -2.10732
C -2.02606 0.11979 -2.29801
C -1.94475 2.12805 -0.96933
C -2.66626 1.21364 -1.72974
H 2.31099 2.10719 0.22284
```

Its spin multiplicity is 2. The highest occupied orbital energy (alpha / beta) is -7.30 / -10.22 eV. The largest force on an atom is 1.1 eV Å⁻¹. Its HOMO-LUMO gap (alpha / beta) is 7.2 / 10.0 eV. The total energy comes out at -1510.1769 a.u. The value obtained for the relative energy (zero: lowest compared OMol25 entry of this formula, charge and spin) is 0.00 kcal/mol.

Here are the natural (NBO) charges for atoms 1 to 4, given in e:
1. C 0.1109
2. C -0.6775
3. C -0.6806
4. C -0.6759